# C11H11NO

One molecule with the formula C11H11NO (ωB97M-V with the def2-TZVPD basis set, the Open Molecules 2025 dataset).

```
24
Properties=species:S:1:pos:R:3:forces:R:3:nbo_charge:R:1
C -3.274 0.456 0.959 -1.2 -0.4 -1.1 -0.1646
C -2.761 -0.575 0.212 -1.0 -2.4 0.2 -0.2279
C -2.480 1.509 1.294 -1.7 0.5 2.1 -0.2295
C -1.457 -0.609 -0.051 4.1 1.4 -0.5 -0.1559
C -1.134 1.447 1.114 1.8 2.3 -0.8 -0.1400
C -0.553 0.458 0.316 -3.0 0.5 1.7 -0.1407
C 2.866 -0.609 0.377 1.3 -0.8 0.8 -0.0754
C 2.632 -0.382 -0.979 1.2 0.1 0.1 0.4733
C 3.131 -1.229 1.507 -0.4 -1.6 -0.5 -0.4707
C 0.800 0.671 0.003 1.4 -2.3 -1.8 0.1229
C 0.554 -0.226 -2.294 -0.9 2.1 -0.5 -0.4288
N 1.280 -0.041 -1.035 -1.2 0.6 -0.4 -0.3307
O 3.346 -0.301 -1.987 0.0 -0.5 0.5 -0.6726
H -4.330 0.469 1.138 -0.4 0.1 0.3 0.2166
H -3.235 -1.539 -0.079 -0.5 1.2 0.4 0.2275
H -3.036 2.249 1.889 1.0 0.2 -0.4 0.2244
H -1.015 -1.431 -0.553 0.1 -0.7 -0.4 0.2094
H -0.501 2.353 1.374 -0.8 -1.3 0.0 0.2188
H 3.400 -0.811 2.456 -0.1 1.1 0.2 0.2043
H 3.076 -2.342 1.693 0.1 0.9 -0.9 0.1997
H 1.609 1.110 0.581 -0.7 0.5 0.3 0.2580
H 0.007 0.762 -2.459 0.4 -1.5 0.0 0.2128
H 1.221 -0.346 -3.139 0.6 0.0 0.3 0.2609
H -0.146 -1.041 -2.335 -0.2 -0.3 0.4 0.2081
```
Forces are in eV/Å.

Calculated values
HOMO level (spin up / spin down)	-7.08 / -7.58	eV
Kohn-Sham gap (spin up / spin down)	0.213 / 0.238	Eh
LUMO (spin up / spin down)	-1.280 / -1.094	eV
maximum force	0.0851	Eh/bohr